DFT (ωB97M-V/def2-TZVPD) results for a molecular structure, C19H52N4O9PSn4 in a non-equilibrium geometry.

Atoms and positions in Å:
Sn -10.561 21.467 6.314
Sn -14.020 23.231 9.064
Sn -9.620 26.111 8.619
Sn -14.812 23.055 4.792
P -12.009 24.752 6.340
O -11.768 23.743 5.152
O -11.572 24.002 7.640
O -13.565 24.883 6.606
O -11.292 26.091 6.281
C -16.398 28.586 5.653
C -15.374 27.689 6.356
C -15.275 28.075 7.833
O -15.602 26.315 6.249
H -16.149 29.645 5.583
H -17.342 28.262 6.092
H -16.461 28.277 4.610
H -14.460 28.008 5.855
H -16.151 27.673 8.342
H -15.389 29.138 8.043
H -14.360 27.700 8.292
H -14.867 25.764 6.526
C -13.857 27.638 1.980
C -14.266 26.177 2.386
C -14.538 25.296 1.110
O -15.177 24.087 1.456
C -15.877 23.532 0.329
N -13.104 25.575 3.108
H -13.055 27.623 1.242
H -13.631 28.072 2.954
H -14.690 28.224 1.593
H -15.146 26.231 3.027
H -13.631 25.101 0.538
H -15.208 25.815 0.424
H -16.161 22.507 0.565
H -15.271 23.545 -0.577
H -16.730 24.211 0.339
H -12.766 25.971 3.974
H -12.272 25.603 2.536
C -8.207 29.328 3.858
C -9.586 28.775 4.185
C -10.375 28.701 2.847
O -10.491 30.018 2.359
C -11.427 30.866 2.970
N -9.420 27.503 4.864
H -7.701 28.876 3.005
H -7.476 29.217 4.659
H -8.308 30.375 3.573
H -9.983 29.535 4.858
H -11.326 28.205 3.040
H -9.877 28.142 2.055
H -11.245 31.228 3.982
H -12.318 30.260 3.133
H -11.795 31.699 2.371
H -10.320 27.234 5.235
H -9.276 26.730 4.231
C -11.108 22.811 0.182
C -11.032 22.998 1.738
C -10.266 24.278 2.191
O -10.918 25.435 1.697
C -10.218 25.961 0.537
N -12.335 23.012 2.414
H -11.461 21.801 -0.028
H -10.110 22.947 -0.235
H -11.834 23.550 -0.158
H -10.492 22.096 2.023
H -9.217 24.091 1.965
H -10.064 24.388 3.257
H -9.234 26.342 0.811
H -10.799 26.808 0.170
H -10.013 25.251 -0.264
H -12.146 22.975 3.406
H -12.792 23.897 2.242
C -12.143 29.834 6.423
C -11.228 29.508 7.655
C -11.485 30.527 8.803
O -11.269 31.815 8.198
C -11.952 32.779 9.019
N -11.552 28.165 8.130
H -11.883 30.834 6.074
H -13.151 30.013 6.797
H -12.145 29.147 5.576
H -10.212 29.463 7.264
H -10.793 30.330 9.622
H -12.530 30.393 9.080
H -11.760 33.817 8.747
H -11.928 32.642 10.101
H -13.022 32.642 8.865
H -12.560 28.168 8.188
H -11.443 27.496 7.381

Computed properties:
Electronic energy: -77482.1741 eV
Spin multiplicity: 1
Net charge: +5
LUMO level: -17.8 eV
Highest occupied orbital energy: -19.5 eV
Gap between HOMO and LUMO: 1.72 eV

DFT (ωB97M-V/def2-TZVPD) results for a molecular structure, C19H54N3O17SZn in a non-equilibrium geometry.

Atoms and positions in Å:
C -12.705 -6.474 -31.081
N -12.855 -4.972 -30.752
C -14.143 -4.936 -29.964
C -11.622 -4.641 -29.947
C -12.856 -4.106 -32.006
C -14.069 -4.327 -32.909
O -14.118 -5.654 -33.402
H -13.688 -6.815 -31.391
H -12.297 -7.073 -30.273
H -12.127 -6.464 -32.003
H -14.988 -5.272 -30.554
H -14.310 -3.923 -29.598
H -13.947 -5.592 -29.115
H -10.797 -4.912 -30.599
H -11.628 -5.227 -29.030
H -11.592 -3.599 -29.631
H -11.889 -4.268 -32.477
H -12.863 -3.088 -31.618
H -13.988 -3.605 -33.724
H -15.001 -4.150 -32.367
H -14.527 -5.636 -34.272
Zn -7.429 -8.924 -25.653
S -9.495 -6.573 -26.682
O -10.884 -6.961 -26.939
O -8.760 -7.730 -26.131
O -8.870 -6.255 -27.973
O -9.520 -5.422 -25.787
C -8.217 -0.691 -25.661
C -8.780 -2.019 -26.190
O -9.036 -2.916 -25.125
O -9.288 -0.048 -24.973
H -7.884 -0.077 -26.498
H -7.350 -0.860 -25.016
H -7.973 -2.405 -26.840
H -9.559 -1.882 -26.944
H -9.188 -3.775 -25.564
H -9.520 -0.681 -24.282
C -6.506 -3.995 -29.809
C -5.848 -4.791 -28.661
O -6.340 -6.124 -28.509
O -7.903 -3.736 -29.566
H -6.413 -4.400 -30.819
H -6.024 -3.017 -29.889
H -6.132 -4.230 -27.762
H -4.774 -4.925 -28.785
H -7.292 -6.173 -28.209
H -8.229 -4.464 -29.033
C -10.383 -5.249 -22.458
C -11.839 -5.241 -22.956
O -12.027 -4.716 -24.253
O -9.491 -6.137 -23.182
H -10.331 -5.387 -21.380
H -9.904 -4.283 -22.655
H -12.508 -4.793 -22.222
H -12.190 -6.281 -22.989
H -11.472 -5.188 -24.872
H -9.582 -5.980 -24.144
C -10.218 -9.355 -29.129
C -9.794 -8.647 -30.423
O -9.661 -7.250 -30.336
O -11.478 -8.917 -28.680
H -9.442 -9.045 -28.413
H -10.292 -10.442 -29.173
H -10.621 -8.771 -31.133
H -8.933 -9.121 -30.910
H -9.335 -6.965 -29.459
H -11.363 -8.087 -28.176
C -13.508 -8.834 -25.624
C -14.373 -7.607 -25.996
O -13.903 -6.768 -27.025
O -12.185 -8.520 -25.181
H -13.329 -9.588 -26.400
H -13.924 -9.287 -24.719
H -14.609 -7.066 -25.074
H -15.319 -8.028 -26.354
H -12.949 -6.721 -26.918
H -11.676 -8.000 -25.833
O -6.689 -9.121 -27.519
C -5.975 -9.530 -28.454
N -6.369 -10.602 -29.146
C -4.614 -8.947 -28.703
H -7.236 -11.067 -28.928
H -5.694 -11.054 -29.740
H -4.310 -8.442 -27.788
H -4.664 -8.158 -29.453
H -3.869 -9.697 -28.962
O -6.253 -7.360 -25.085
C -5.843 -6.318 -24.524
N -6.555 -5.208 -24.622
C -4.649 -6.336 -23.638
H -6.252 -4.282 -24.359
H -7.331 -5.167 -25.268
H -3.924 -7.124 -23.834
H -4.882 -6.499 -22.585
H -4.131 -5.379 -23.719

Computed properties:
Energy above the lowest of the compared OMol25 structures with the same formula, charge and spin: 7.9 kcal/mol
Electronic energy: -119102.8675 eV
Spin multiplicity: 1
Net charge: +1
LUMO level: -5.1 eV
Highest occupied orbital energy: -10.9 eV
Gap between HOMO and LUMO: 5.79 eV

DFT (ωB97M-V/def2-TZVPD) results for a molecular structure, C19H55Ag2N8O7 in a non-equilibrium geometry.

Atoms and positions in Å:
Ag -3.588 7.261 -0.463
Ag 0.589 5.275 -5.355
C -2.117 2.494 -1.382
O -2.373 3.546 -2.308
H -1.266 1.901 -1.717
H -1.813 2.811 -0.384
H -2.975 1.827 -1.295
C -2.739 -5.741 -5.011
C -3.196 -5.851 -3.536
C -2.608 -7.202 -2.961
O -3.153 -8.249 -3.682
C -2.573 -9.449 -3.245
N -2.578 -4.769 -2.820
H -3.037 -4.767 -5.398
H -3.381 -6.427 -5.565
H -1.690 -5.933 -5.240
H -4.282 -5.868 -3.446
H -2.878 -7.237 -1.906
H -1.523 -7.094 -2.952
H -2.489 -9.646 -2.177
H -1.672 -9.680 -3.813
H -3.202 -10.226 -3.679
H -2.758 -3.843 -3.182
H -1.592 -4.967 -2.913
C 6.991 3.689 -5.217
C 5.518 3.452 -5.547
C 4.912 2.353 -4.657
O 3.529 2.022 -4.972
C 3.277 0.602 -5.138
N 4.897 4.785 -5.668
H 7.258 3.825 -4.169
H 7.383 4.568 -5.729
H 7.622 2.932 -5.683
H 5.498 3.082 -6.572
H 4.875 2.637 -3.605
H 5.580 1.492 -4.698
H 3.295 -0.005 -4.234
H 3.962 0.012 -5.747
H 2.246 0.542 -5.486
H 5.099 5.443 -4.928
H 5.375 5.278 -6.409
C 4.231 -0.714 5.961
C 5.190 0.214 5.355
C 4.519 1.422 4.645
O 3.379 1.010 3.845
C 3.685 0.177 2.746
N 6.114 0.649 6.460
H 3.735 -1.279 5.172
H 3.642 -0.267 6.762
H 4.587 -1.574 6.528
H 5.721 -0.234 4.515
H 5.182 2.042 4.042
H 4.070 2.139 5.332
H 4.278 0.690 1.989
H 2.785 0.060 2.141
H 4.273 -0.737 2.819
H 6.815 1.285 6.110
H 6.622 -0.163 6.780
C -2.236 -3.821 6.030
C -2.692 -3.285 4.647
C -2.004 -1.947 4.313
O -2.228 -0.988 5.339
C -3.485 -0.293 5.218
N -2.282 -4.145 3.560
H -2.792 -3.202 6.734
H -1.168 -3.628 6.130
H -2.557 -4.814 6.346
H -3.763 -3.110 4.752
H -2.267 -1.651 3.297
H -0.947 -2.208 4.273
H -4.443 -0.789 5.374
H -3.564 0.086 4.199
H -3.556 0.580 5.866
H -2.379 -3.754 2.633
H -2.843 -4.984 3.597
C -8.498 4.715 -3.581
O -9.682 4.890 -3.459
N -7.567 5.159 -2.744
N -7.929 4.255 -4.678
H -8.040 5.217 -1.853
H -6.692 4.676 -2.890
H -8.397 3.677 -5.362
H -6.920 4.241 -4.649
C -0.026 6.180 3.634
O -0.488 7.275 3.949
N -0.302 5.088 4.295
N 0.890 5.950 2.790
H -1.157 4.930 4.809
H 0.392 4.354 4.283
H 0.980 6.678 2.095
H 1.393 5.075 2.743

Computed properties:
Energy above the lowest of the compared OMol25 structures with the same formula, charge and spin: 247.3 kcal/mol
Electronic energy: -54828.3968 eV
Spin multiplicity: 1
Net charge: +1
LUMO level: -6.2 eV
Highest occupied orbital energy: -9.4 eV
Gap between HOMO and LUMO: 3.19 eV